Entry 1:
Density functional theory data (wB97M-V/def2-TZVPD) for a structure of composition C59H64INO6P2Zr at a distorted geometry.

Results
- HOMO: -12.70 eV
- Electronic energy: -3820.18237 hartree
- Total charge: +2
- LUMO level: -5.4 eV
- Multiplicity: 1
- Energy relative to the best compared isomer or geometry (same formula, charge and spin): 6.5 kJ/mol

Geometry as XYZ:
```
134
Properties=species:S:1:pos:R:3:forces:R:3
Zr 0.670555 -0.387701 0.026798 -0.186 -0.181 0.653
O 2.198213 -3.064694 -2.603421 0.012 -0.124 -0.054
C 2.049542 -2.103787 -1.910180 -0.145 0.112 0.381
O 1.428472 -2.060108 -0.736585 0.422 -0.721 -0.951
C 2.564706 -0.735683 -2.307619 0.102 -0.103 0.032
C 3.233982 -0.585301 -3.523906 0.101 0.061 -0.002
C 3.748018 0.642533 -3.819092 0.052 0.078 -0.078
C 3.590948 1.713446 -2.909522 0.115 0.049 -0.141
C 4.130784 2.999962 -3.162980 0.003 -0.061 -0.037
C 3.953148 4.011361 -2.267842 -0.042 0.022 0.106
C 3.225592 3.781613 -1.075863 0.059 0.092 -0.093
C 2.696438 2.554010 -0.807555 -0.020 -0.079 0.061
C 2.871027 1.491409 -1.718895 -0.127 -0.144 0.106
N 2.360040 0.244002 -1.439624 -0.001 -0.061 -0.261
H 3.332919 -1.447251 -4.167836 0.009 0.003 0.008
H 4.285935 0.810985 -4.745043 -0.008 0.012 0.020
H 4.690476 3.159441 -4.076418 -0.017 -0.009 0.008
H 4.372071 4.989560 -2.462129 -0.011 -0.006 0.013
H 3.095546 4.587293 -0.364344 0.008 -0.012 -0.009
H 2.169737 2.383646 0.120724 -0.005 -0.006 0.029
I 0.075999 -2.495380 2.161082 0.034 -0.283 -0.398
C 0.794420 -2.044491 4.049152 0.050 0.194 0.058
C -0.130010 -2.317852 5.016466 0.095 0.060 0.368
C 0.230259 -2.282120 6.379081 -0.146 -0.022 -0.118
C 1.524887 -2.038566 6.704919 0.139 0.028 0.006
C 2.498625 -1.760664 5.710308 0.034 0.014 0.027
C 3.843335 -1.590244 6.116636 -0.074 -0.003 0.035
C 4.820451 -1.351565 5.202437 0.042 0.022 -0.087
C 4.463165 -1.175867 3.855295 0.179 -0.012 0.096
C 3.171441 -1.293476 3.402757 -0.261 0.017 -0.009
P 3.010575 -0.691404 1.658657 0.360 -0.382 -0.161
C 4.088303 -1.861724 0.758450 0.032 0.078 0.113
C 4.867764 -1.498815 -0.340888 -0.078 -0.022 -0.147
C 5.589140 -2.455884 -1.042641 -0.030 0.006 0.026
C 5.526405 -3.789304 -0.668717 -0.006 -0.007 0.011
C 4.745559 -4.162056 0.415961 0.009 0.030 -0.002
C 4.040507 -3.204943 1.129377 -0.030 -0.067 -0.012
C 3.904754 0.893618 1.813217 0.039 0.053 0.119
C 3.256275 1.873734 2.568297 0.029 0.076 0.020
C 3.835008 3.115150 2.776228 0.004 -0.040 -0.032
C 5.080674 3.397223 2.227821 0.004 -0.017 -0.015
C 5.749449 2.417910 1.509525 -0.024 0.003 0.009
C 5.173257 1.167662 1.311897 0.050 0.078 -0.057
C 2.145607 -1.683029 4.327719 -0.038 0.008 0.113
H -1.137664 -2.598545 4.742554 -0.004 0.000 0.004
H -0.510299 -2.493646 7.138140 0.009 0.002 -0.012
H 1.845537 -2.063601 7.738991 0.012 0.003 -0.017
H 4.076654 -1.670649 7.171433 -0.007 -0.004 -0.023
H 5.854508 -1.250216 5.502846 -0.012 -0.010 -0.015
H 5.248059 -0.903467 3.157840 -0.046 -0.010 0.038
H 4.921835 -0.468186 -0.666155 -0.093 -0.091 -0.090
H 6.198861 -2.155147 -1.885186 -0.004 0.000 0.010
H 6.084988 -4.535477 -1.217763 -0.010 0.008 -0.001
H 4.688031 -5.200676 0.713173 0.004 0.009 0.001
H 3.445800 -3.515423 1.979635 0.001 0.009 0.013
H 2.312547 1.643295 3.042304 -0.098 -0.016 0.003
H 3.326063 3.855847 3.380671 0.008 -0.009 -0.005
H 5.540027 4.364084 2.387363 -0.005 -0.010 -0.006
H 6.736076 2.616955 1.111509 -0.004 -0.003 0.008
H 5.736865 0.412449 0.781718 -0.009 0.120 0.139
C -1.867998 5.182014 -3.319561 0.069 0.027 0.128
O -1.791997 5.523858 -1.930479 -0.070 -0.051 -0.124
C -1.359957 4.614775 -1.066897 0.013 0.095 -0.098
C -1.370719 5.032923 0.287346 0.030 -0.059 -0.019
C -0.956483 4.168722 1.245852 0.001 -0.007 0.046
C -0.498242 2.857713 0.931594 -0.096 0.108 0.218
C -0.156300 1.954605 1.970774 -0.086 0.000 -0.110
C -0.340328 2.295740 3.416440 -0.027 0.070 0.018
O 0.283429 0.787818 1.731452 -0.039 0.340 0.449
C -0.473853 2.472441 -0.435791 -0.051 -0.411 -0.086
O -0.074126 1.265001 -0.803448 -0.263 0.859 -0.132
C -0.916972 3.346383 -1.424043 0.026 0.165 0.015
H -2.315521 6.038388 -3.810006 -0.005 0.021 -0.003
H -2.496364 4.302140 -3.461577 -0.021 -0.008 -0.013
H -0.869389 5.005397 -3.720275 0.005 -0.021 -0.023
H -1.713265 6.030565 0.521643 -0.009 -0.004 -0.027
H -0.976128 4.488175 2.278771 -0.006 -0.008 -0.009
H -1.404466 2.432258 3.628088 0.041 0.010 0.003
H 0.167332 3.225288 3.676540 -0.004 -0.012 0.008
H 0.042354 1.484737 4.031252 -0.001 -0.019 -0.013
H -0.868189 3.021238 -2.452977 -0.006 -0.001 0.004
O -1.181509 -1.271213 -0.398918 -0.239 0.394 -0.077
P -2.593593 -0.899352 -0.942938 0.469 -0.269 0.055
C -3.387783 0.267052 0.170163 -0.143 0.167 0.145
C -3.178754 -0.057075 1.661739 -0.040 -0.028 -0.002
C -4.106338 0.831066 2.485935 -0.025 0.016 -0.022
C -5.577512 0.434349 2.261131 0.018 -0.007 -0.029
C -5.802264 -0.169578 0.865157 0.017 0.004 0.049
C -4.893596 0.486288 -0.169285 0.083 0.091 0.076
C -2.420807 -0.036045 -2.521959 -0.039 0.083 -0.221
C -1.210687 -0.500547 -3.349922 0.013 0.007 0.025
C -0.963182 0.463612 -4.518547 -0.003 -0.033 -0.013
C -2.270025 0.991974 -5.136279 0.014 0.010 -0.014
C -3.417950 0.025932 -4.872818 0.038 -0.021 0.007
C -3.727650 -0.011247 -3.374472 0.050 0.069 0.020
C -3.548512 -2.410086 -1.106043 -0.054 -0.301 0.069
C -3.441610 -3.297901 0.163372 -0.058 0.026 -0.064
C -3.801759 -4.762830 -0.142714 0.025 0.011 -0.003
C -4.837565 -4.847757 -1.256416 -0.019 0.041 -0.009
C -4.254144 -4.310596 -2.574689 -0.001 -0.006 0.008
C -3.163437 -3.256165 -2.332540 0.006 -0.047 0.091
H -2.857037 1.203841 -0.041498 0.009 0.007 0.037
H -2.131745 0.081162 1.941170 -0.062 0.011 -0.052
H -3.409113 -1.104506 1.868698 0.023 -0.021 0.000
H -3.948302 1.873773 2.185918 0.011 -0.009 0.014
H -3.853918 0.769975 3.545366 -0.015 -0.009 0.007
H -6.215267 1.310063 2.389302 0.008 0.002 0.002
H -5.887114 -0.284794 3.021067 0.001 -0.005 -0.011
H -6.842835 -0.045956 0.565511 -0.006 -0.009 0.010
H -5.621508 -1.248956 0.883457 0.018 0.023 0.002
H -5.087571 1.561371 -0.182525 -0.001 0.003 0.011
H -5.138910 0.136040 -1.171685 -0.002 -0.047 0.007
H -2.207183 0.990159 -2.200287 0.025 -0.022 -0.090
H -1.360181 -1.517127 -3.712621 -0.027 0.014 -0.038
H -0.311057 -0.536366 -2.732831 -0.026 -0.012 0.024
H -0.379443 -0.058607 -5.278382 0.013 -0.003 0.004
H -0.343818 1.296984 -4.174382 -0.001 0.017 0.008
H -2.140220 1.158380 -6.205014 0.005 0.008 0.000
H -2.529281 1.965808 -4.704467 -0.001 -0.017 0.005
H -3.152234 -0.971651 -5.236428 -0.002 0.020 0.015
H -4.313785 0.322919 -5.417802 -0.008 0.001 0.008
H -4.384116 -0.853444 -3.152598 0.040 -0.056 -0.008
H -4.287689 0.889440 -3.114634 -0.013 -0.001 0.002
H -4.585874 -2.078567 -1.222067 -0.042 -0.016 -0.029
H -4.107239 -2.913485 0.937710 -0.028 0.016 -0.009
H -2.426652 -3.249418 0.559968 0.011 0.007 0.015
H -4.167295 -5.237217 0.768166 0.003 -0.004 -0.005
H -2.905479 -5.313973 -0.438548 -0.005 0.009 -0.006
H -5.720764 -4.268702 -0.968478 0.010 0.002 0.001
H -5.179796 -5.873511 -1.386327 -0.002 -0.002 -0.008
H -5.049647 -3.871398 -3.181235 -0.004 -0.020 -0.004
H -3.830543 -5.126943 -3.161220 0.011 0.005 0.006
H -3.027288 -2.658330 -3.231227 -0.043 0.040 -0.025
H -2.203080 -3.737274 -2.127527 0.015 0.028 -0.018
```
Positions in Å, forces in eV/Å.

=====

Entry 2:
Density functional theory data (wB97M-V/def2-TZVPD) for a cluster of 5 separate species, C59H68ClN9O13PS3 in total at a distorted geometry.

Results
- HOMO: -10.34 eV
- Electronic energy: -5755.18770 hartree
- Total charge: +1
- LUMO level: -3.8 eV
- Multiplicity: 1

Geometry as XYZ:
```
154
Properties=species:S:1:pos:R:3:forces:R:3
C 1.416744 -1.844148 7.067876 0.357 -0.821 0.114
C 2.891441 -2.377504 6.825805 -0.931 0.610 0.038
C 3.808569 -1.317611 6.094249 0.444 -1.025 0.027
C 3.319114 -0.998588 4.623296 0.799 -0.136 0.324
C 3.508618 0.543713 4.216600 0.213 -1.903 -0.368
N 2.229302 0.998914 3.551342 1.003 0.792 3.212
C 1.274213 1.187380 4.414465 -1.810 0.579 -3.646
C 0.023217 1.589337 3.581393 -0.423 0.830 1.059
C -1.213654 0.642171 3.777781 0.094 -0.171 1.791
C -1.558259 0.456195 5.333941 -0.035 -1.052 -1.234
C -2.723506 -0.623744 5.362659 1.343 -0.198 0.649
C -2.184837 -2.105204 5.101816 -0.690 0.103 -0.396
C -3.223607 -2.828365 4.162275 0.012 -0.693 -0.307
C -2.927034 -2.626986 2.630995 0.886 0.923 0.270
O -4.025019 -1.905850 1.984818 0.776 -0.952 -0.954
C -4.310072 -2.553368 0.766760 -0.634 0.001 -0.475
C -3.460365 -2.197374 -0.498839 -0.154 -0.012 0.906
O -5.207964 -3.349566 0.747674 0.558 0.395 -0.218
C 0.571885 1.884433 2.071973 -1.896 0.388 1.608
S -0.599986 0.962270 0.938723 0.680 0.050 -0.921
C 0.435665 3.449742 2.003053 0.050 2.228 -1.159
C -0.631767 4.081960 1.202777 2.058 1.163 1.766
C -0.716240 5.539433 1.230177 -0.435 -1.183 -0.124
N 0.081881 6.402242 1.910091 0.836 -3.443 0.099
C 1.068346 5.798723 2.626379 0.643 -1.176 0.566
C 1.326156 4.371365 2.750773 -2.217 0.167 -1.597
C 1.996146 1.229415 2.077679 0.246 -2.696 -0.437
C 2.129113 -0.260028 1.513063 0.265 -0.469 -1.259
C 2.277352 -0.310010 -0.085311 -1.352 -0.312 0.462
C 1.299878 -1.417949 -0.699440 -0.733 0.589 0.345
S 2.199451 -2.740033 -1.650050 -2.552 0.946 3.421
C 1.976964 -4.182538 -0.558658 0.650 0.297 -0.088
S 3.322678 -5.031464 -0.129354 -0.977 0.386 -0.381
N 0.681215 -4.562166 -0.068307 0.635 0.393 0.157
C -0.585398 -4.487230 -0.663078 -1.771 -1.159 2.178
C -1.476751 -5.058167 0.328260 2.646 0.897 -1.259
N -0.725093 -5.418482 1.472521 0.948 0.964 -1.380
C 0.555561 -5.100942 1.213614 -2.132 -0.467 -0.187
P 3.495960 2.240164 1.471634 1.627 1.852 0.467
O 4.742923 1.142178 1.118540 -1.824 0.595 -0.304
Cl 3.001316 3.220914 -0.340814 -0.069 -1.170 0.743
H 1.405311 -0.958007 7.753009 -0.027 -0.539 -0.771
H 0.899124 -1.656549 6.087197 0.394 0.098 0.965
H 0.828735 -2.656457 7.578940 0.499 0.796 -0.502
H 2.787721 -3.308043 6.201242 0.383 0.812 0.605
H 3.303948 -2.653835 7.836180 -0.143 0.223 -1.161
H 4.826088 -1.797813 6.005456 -0.903 0.666 0.179
H 3.954498 -0.402428 6.725024 -0.365 -0.655 -0.531
H 2.265360 -1.351747 4.493099 0.779 0.564 0.027
H 3.960300 -1.623536 3.937432 -0.834 0.647 0.547
H 3.650267 1.162165 5.132351 0.053 -0.340 -0.945
H 4.384856 0.560260 3.523053 -0.864 0.594 0.581
H 1.312688 1.057767 5.519687 0.343 -0.068 -1.103
H -0.312645 2.607389 3.939392 0.316 -1.092 0.032
H -1.012770 -0.399999 3.408358 -0.232 1.228 -0.026
H -2.156370 1.069655 3.337806 1.198 -0.443 0.058
H -0.677638 -0.042144 5.831131 -0.786 0.789 -0.146
H -1.835286 1.425619 5.824456 0.287 -0.892 -0.385
H -3.138770 -0.623456 6.400887 -0.214 0.136 -1.079
H -3.468935 -0.390487 4.563501 0.357 -0.008 0.936
H -2.098111 -2.704085 6.043471 -0.044 0.757 -0.631
H -1.157280 -2.104135 4.632356 -0.987 -0.017 0.361
H -3.253553 -3.936432 4.372204 0.080 1.124 -0.168
H -4.262823 -2.438074 4.357960 1.071 -0.413 -0.159
H -2.675238 -3.573258 2.082144 -0.498 0.730 0.701
H -2.023728 -1.953971 2.495647 -0.734 -0.771 0.235
H -3.618153 -1.138160 -0.824506 0.168 -0.915 0.560
H -3.775189 -2.867005 -1.338526 0.383 0.487 0.867
H -2.380150 -2.351431 -0.217066 -0.997 0.267 -0.532
H -1.842726 1.498643 1.140512 0.942 0.103 0.380
H -1.372956 3.513628 0.607445 0.830 0.498 0.468
H -1.555382 5.997387 0.641472 0.954 -0.321 0.620
H 1.754702 6.476829 3.198723 -0.785 -0.609 -0.657
H 2.150764 3.993101 3.396195 -0.737 0.481 -0.652
H 1.253263 -0.883587 1.826360 0.617 0.687 -0.112
H 3.046389 -0.780517 1.905121 -0.836 0.853 0.029
H 3.343515 -0.487042 -0.394624 -1.129 0.311 0.332
H 1.883771 0.668107 -0.467653 0.707 -0.808 0.075
H 0.601456 -1.833043 0.085839 0.795 0.315 -0.768
H 0.624739 -0.905728 -1.443729 0.698 -0.591 0.679
H -0.807438 -4.094924 -1.673422 0.560 -0.351 0.910
H -2.574608 -5.215657 0.247381 1.144 0.113 0.125
H 1.414379 -5.240780 1.906199 -0.886 0.151 -0.879
H 5.446672 1.648397 0.667492 -0.258 -0.239 0.258
C -4.844619 1.327368 -6.170018 -0.009 -0.031 0.010
C -5.016160 0.287697 -5.263212 0.100 0.131 -0.040
C -4.083821 0.083208 -4.256578 -0.091 -0.177 0.124
C -2.985564 0.929437 -4.165503 -0.375 0.062 -0.388
C -2.802139 1.966395 -5.072144 0.103 0.126 -0.018
C -3.737944 2.162584 -6.077846 -0.005 -0.155 0.180
N -2.012469 0.732220 -3.088828 0.122 0.068 -0.005
O -2.193990 -0.200861 -2.318785 0.208 0.267 -0.152
O -1.077775 1.509688 -3.014778 -0.165 -0.247 0.083
H -5.577644 1.488593 -6.952344 0.083 0.006 0.028
H -5.879817 -0.361713 -5.340061 0.077 0.018 0.043
H -4.226648 -0.729100 -3.555394 0.150 0.109 0.023
H -1.945008 2.624407 -5.006716 -0.024 -0.129 0.137
H -3.608827 2.966791 -6.786115 -0.041 -0.031 0.153
C -1.200202 8.874468 1.297187 -0.034 0.144 0.377
C -0.859503 9.085008 -0.033946 -0.195 0.084 0.146
C -1.539864 10.033393 -0.786004 0.132 -0.052 -0.208
C -2.557312 10.768602 -0.193114 0.302 -0.404 0.318
C -2.911417 10.562021 1.133199 -0.163 0.059 0.216
C -2.228565 9.609994 1.878474 0.076 0.047 -0.351
N -3.261402 11.788823 -0.978016 -0.212 0.298 -0.236
O -2.937426 11.930132 -2.144191 -0.044 -0.082 0.287
O -4.126324 12.437861 -0.417925 0.212 -0.196 -0.094
H -0.656380 8.129147 1.884557 -0.376 0.686 -0.394
H -0.058804 8.509763 -0.485309 -0.038 0.052 0.004
H -1.266257 10.189249 -1.821692 -0.163 0.150 0.071
H -3.707770 11.131087 1.595841 0.042 0.068 -0.220
H -2.494887 9.442612 2.915444 -0.012 0.053 -0.065
C -0.202567 4.748779 -12.009003 0.011 0.001 -0.006
C -1.076412 3.672519 -12.106293 0.055 0.135 0.107
C -2.000352 3.434739 -11.098995 -0.112 -0.186 -0.085
C -2.042246 4.284459 -10.001465 0.396 0.091 -0.437
C -1.168423 5.357900 -9.891799 0.051 0.185 0.149
C -0.245345 5.587716 -10.901805 -0.074 -0.154 -0.076
N -3.033408 4.051404 -8.947523 -0.140 -0.005 -0.019
O -3.773760 3.088797 -9.065224 0.162 0.277 -0.007
O -3.065828 4.834552 -8.012986 0.003 -0.221 -0.166
H 0.514536 4.935314 -12.800400 -0.048 -0.015 0.057
H -1.038821 3.020306 -12.970287 -0.036 0.022 0.079
H -2.676823 2.594068 -11.183918 -0.032 0.125 0.162
H -1.196242 6.018795 -9.034961 -0.150 -0.144 -0.010
H 0.439404 6.423752 -10.828680 -0.069 -0.044 0.033
C 0.634999 -9.165846 3.320635 0.044 -0.011 0.064
C 1.484702 -9.656314 4.306032 -0.110 0.156 -0.048
C 1.612902 -8.981247 5.512343 0.146 -0.145 0.096
C 0.881555 -7.819089 5.721304 -0.051 -0.293 -0.497
C 0.035946 -7.319059 4.740633 -0.130 0.185 -0.038
C -0.085059 -7.996814 3.536444 0.044 -0.187 -0.015
N 0.995090 -7.114298 7.002946 0.068 0.088 0.291
O 1.759822 -7.567781 7.834425 -0.189 0.147 -0.221
O 0.314523 -6.113411 7.163872 0.181 -0.150 -0.065
H 0.533102 -9.697486 2.381185 0.006 0.040 0.063
H 2.045517 -10.567102 4.134113 -0.017 0.068 0.058
H 2.277200 -9.370518 6.273098 -0.114 0.166 0.059
H -0.531952 -6.411061 4.898933 0.091 -0.069 0.133
H -0.743742 -7.614874 2.766817 0.063 0.068 0.097
C 5.917506 -4.015259 -7.486476 0.004 0.003 -0.004
C 4.971545 -5.032708 -7.441725 0.070 0.140 0.088
C 4.092447 -5.117004 -6.372265 -0.146 -0.186 -0.058
C 4.167710 -4.173593 -5.355439 0.326 0.131 -0.475
C 5.114307 -3.157801 -5.387635 0.069 0.196 0.124
C 5.991767 -3.081841 -6.459285 -0.094 -0.145 -0.060
N 3.225951 -4.244817 -4.237875 0.023 -0.075 -0.175
O 2.422882 -5.152798 -4.225983 0.178 0.213 0.225
O 3.295470 -3.373402 -3.365798 1.704 -1.767 -2.644
H 6.599568 -3.948930 -8.326477 -0.042 -0.012 0.064
H 4.918290 -5.758794 -8.243639 -0.025 0.027 0.082
H 3.359317 -5.913001 -6.346495 -0.008 0.133 0.149
H 5.178022 -2.424455 -4.593913 -0.145 -0.145 0.019
H 6.732489 -2.292517 -6.496968 -0.062 -0.043 0.041
```
Positions in Å, forces in eV/Å.